Here is 13 unconnected molecules or ions with the total composition C54H70N14O2S in a non-equilibrium geometry from the OMol25 dataset. Energies are from ωB97M-V with the def2-TZVPD basis set.

Last columns: bonded neighbours and bond lengths (Å).
CARTESIAN COORDINATES (ANGSTROEM)
1 H -10.99 1.46 -1.80  C93 1.079
2 N -1.76 3.23 5.19  C27 1.370, C104 1.370, H108 1.005
3 H 2.38 4.03 -4.58  N15 1.007
4 H -5.80 -0.14 4.08  C36 1.080
5 C 2.98 1.12 -0.65  C28 1.371, N30 1.367, H53 1.079
6 H -4.69 -4.10 0.18  C39 1.079
7 H -2.93 -0.35 -2.99  C141 1.132
8 C 1.93 -8.06 4.68  C50 1.418, H91 1.079, C121 1.371
9 H 9.00 -4.88 -2.18  C133 1.078
10 C -2.09 2.13 -1.65  C48 1.589, O69 1.404, O140 1.216
11 C -1.75 3.88 7.31  C63 1.418, C104 1.371, H122 1.079
12 C -7.36 -5.95 -0.46  C96 1.372, C107 1.418, H128 1.079
13 H -4.58 1.42 -3.54  N123 1.027
14 H -5.66 -2.28 2.41  C54 1.080
15 N 2.90 3.35 -5.11  H3 1.007, C102 1.371, C112 1.367
16 C 3.52 1.97 -6.73  C70 1.420, H77 1.079, C102 1.372
17 C 0.78 -2.62 2.10  C85 1.372, H114 1.078, C117 1.419
18 N 0.81 -1.41 0.24  C52 1.371, C85 1.370, H124 1.007
19 H -1.12 0.11 -1.32  C48 1.122
20 N 1.22 -5.96 4.61  C106 1.370, C121 1.369, H126 1.005
21 H 12.52 -2.83 -1.44  N105 1.006
22 H 9.87 -2.97 -0.45  C26 1.080
23 H -11.05 0.51 -4.34  C46 1.079
24 H -9.20 -2.29 6.58  C83 1.079
25 H 4.98 9.12 -7.63  C60 1.079
26 C 8.88 -3.06 -0.88  H22 1.080, C33 1.418, C133 1.372
27 C -0.78 4.18 5.30  N2 1.370, C63 1.371, H88 1.078
28 C 4.01 1.88 -1.15  C5 1.371, H62 1.077, C95 1.418
29 H 0.33 -0.87 3.42  C117 1.080
30 N 3.52 0.15 0.14  C5 1.367, C34 1.369, H115 1.007
31 C 14.79 -1.53 0.37  C66 1.418, C80 1.372, H110 1.079
32 H 3.26 5.53 -6.30  N98 1.006
33 C 7.77 -2.21 -0.66  C26 1.418, H59 1.079, C74 1.372
34 C 4.88 0.28 0.16  N30 1.369, C95 1.374, H103 1.079
35 H -0.82 -6.32 4.11  C106 1.079
36 C -4.94 -0.47 3.51  H4 1.080, C54 1.418, C129 1.372
37 H -3.21 -1.22 -1.42  C141 1.137
38 H -9.34 -0.16 8.25  C78 1.079
39 C -5.64 -4.57 -0.03  H6 1.079, N92 1.369, C107 1.372
40 C -4.67 0.39 -1.72  H100 1.136, N123 1.481, H131 1.129, C141 1.580
41 H 13.66 0.20 1.23  C66 1.079
42 S 0.70 5.30 -3.49  C55 1.614
43 H -1.93 -0.36 2.46  N71 1.007
44 H 3.28 -6.32 5.07  C121 1.078
45 H 0.39 0.51 1.08  C52 1.079
46 C -10.19 0.89 -3.81  H23 1.079, C93 1.417, C118 1.373
47 H -5.47 -0.37 6.63  N97 1.006
48 C -2.09 0.64 -1.11  C10 1.589, H19 1.122, H68 1.123, C141 1.613
49 H -3.34 1.01 4.02  C129 1.078
50 C 0.55 -8.06 4.35  C8 1.418, H56 1.079, C106 1.371
51 H -8.41 2.19 -1.34  C99 1.079
52 C 0.54 -0.54 1.27  N18 1.371, H45 1.079, C117 1.372
53 H 1.92 1.19 -0.81  C5 1.079
54 C -4.87 -1.58 2.64  H14 1.080, C36 1.418, C75 1.373
55 C -0.58 5.22 -2.51  S42 1.614, N113 1.250
56 H -0.07 -8.92 4.16  C50 1.079
57 H 6.22 1.71 -0.81  C95 1.079
58 C 4.50 7.20 -6.69  C60 1.372, H86 1.078, N98 1.368
59 H 7.74 -1.33 -0.02  C33 1.079
60 C 4.28 8.31 -7.48  H25 1.079, C58 1.372, C76 1.418
61 H 1.69 3.25 -6.87  C102 1.079
62 H 3.91 2.73 -1.80  C28 1.077
63 C -0.76 4.61 6.61  C11 1.418, C27 1.371, H101 1.079
64 H -6.88 0.99 8.19  C67 1.079
65 N -8.11 1.50 -3.33  C99 1.367, C118 1.368, H120 1.011
66 C 13.68 -0.67 0.60  C31 1.418, H41 1.079, C137 1.372
67 C -7.25 0.12 7.67  H64 1.079, C78 1.371, N97 1.370
68 H -2.40 0.63 -0.03  C48 1.123
69 O -2.53 3.14 -0.78  C10 1.404, C81 1.432
70 C 4.46 1.88 -5.67  C16 1.420, C112 1.371, H127 1.079
71 N -2.90 -0.57 2.66  H43 1.007, C75 1.367, C129 1.369
72 H 14.91 -3.34 -0.92  C80 1.078
73 H 11.62 -0.81 -0.26  C137 1.079
74 C 6.73 -2.69 -1.40  C33 1.372, N135 1.369, H139 1.079
75 C -3.60 -1.62 2.13  C54 1.373, N71 1.367, H136 1.079
76 C 2.99 8.18 -8.05  C60 1.418, H119 1.079, C138 1.372
77 H 3.54 1.43 -7.67  C16 1.079
78 C -8.48 -0.48 7.68  H38 1.079, C67 1.371, C83 1.418
79 H -2.01 4.94 0.06  C81 1.133
80 C 14.39 -2.51 -0.50  C31 1.372, H72 1.078, N105 1.369
81 C -1.66 4.28 -0.79  O69 1.432, H79 1.133, N113 1.497, H132 1.132
82 H -5.28 -6.73 -0.15  C107 1.079
83 C -8.41 -1.60 6.80  H24 1.079, C78 1.418, C109 1.372
84 H 6.61 -4.36 -2.69  N135 1.005
85 C 0.96 -2.68 0.74  C17 1.372, N18 1.370, H125 1.078
86 H 5.34 6.91 -6.09  C58 1.078
87 H -6.67 -2.32 5.59  C109 1.079
88 H -0.20 4.47 4.45  C27 1.078
89 H 4.48 2.98 -3.73  C112 1.077
90 H -8.51 0.71 -5.27  C118 1.079
91 H 2.57 -8.92 4.79  C8 1.079
92 N -6.78 -3.83 -0.17  C39 1.369, C96 1.369, H130 1.006
93 C -10.16 1.38 -2.48  H1 1.079, C46 1.417, C99 1.373
94 H 1.51 6.53 -7.78  C138 1.079
95 C 5.22 1.35 -0.63  C28 1.418, C34 1.374, H57 1.079
96 C -7.83 -4.66 -0.44  C12 1.372, N92 1.369, H116 1.078
97 N -6.44 -0.59 6.82  H47 1.006, C67 1.370, C109 1.370
98 N 3.38 6.41 -6.77  H32 1.006, C58 1.368, C138 1.369
99 C -8.86 1.76 -2.22  H51 1.079, N65 1.367, C93 1.373
100 H -5.44 -0.42 -1.89  C40 1.136
101 H -0.10 5.36 7.01  C63 1.079
102 C 2.57 2.89 -6.36  N15 1.371, C16 1.372, H61 1.079
103 H 5.49 -0.40 0.74  C34 1.079
104 C -2.35 3.03 6.41  N2 1.370, C11 1.371, H134 1.079
105 N 13.08 -2.27 -0.82  H21 1.006, C80 1.369, C137 1.369
106 C 0.14 -6.75 4.32  N20 1.370, H35 1.079, C50 1.371
107 C -5.97 -5.89 -0.20  C12 1.418, C39 1.372, H82 1.079
108 H -2.00 2.74 4.35  N2 1.005
109 C -7.14 -1.64 6.29  C83 1.372, H87 1.079, N97 1.370
110 H 15.78 -1.44 0.80  C31 1.079
111 H -4.73 2.42 -2.21  N123 1.024
112 C 4.05 2.74 -4.69  N15 1.367, C70 1.371, H89 1.077
113 N -1.73 5.11 -2.03  C55 1.250, C81 1.497
114 H 0.84 -3.46 2.78  C17 1.078
115 H 2.99 -0.55 0.64  N30 1.007
116 H -8.82 -4.27 -0.59  C96 1.078
117 C 0.52 -1.27 2.44  C17 1.419, H29 1.080, C52 1.372
118 C -8.91 0.98 -4.31  C46 1.373, N65 1.368, H90 1.079
119 H 2.50 8.88 -8.71  C76 1.079
120 H -7.12 1.68 -3.42  N65 1.011
121 C 2.32 -6.75 4.83  C8 1.371, N20 1.369, H44 1.078
122 H -1.99 3.96 8.36  C11 1.079
123 N -5.01 1.52 -2.62  H13 1.027, C40 1.481, H111 1.024
124 H 0.90 -1.15 -0.73  N18 1.007
125 H 1.17 -3.51 0.09  C85 1.078
126 H 1.21 -4.96 4.66  N20 1.005
127 H 5.34 1.25 -5.64  C70 1.079
128 H -7.95 -6.83 -0.65  C12 1.079
129 C -3.71 0.14 3.50  C36 1.372, H49 1.078, N71 1.369
130 H -6.84 -2.83 -0.09  N92 1.006
131 H -4.79 0.71 -0.64  C40 1.129
132 H -0.59 4.02 -0.55  C81 1.132
133 C 8.47 -4.04 -1.75  H9 1.078, C26 1.372, N135 1.369
134 H -3.14 2.31 6.54  C104 1.079
135 N 7.16 -3.80 -2.07  C74 1.369, H84 1.005, C133 1.369
136 H -3.13 -2.30 1.43  C75 1.079
137 C 12.64 -1.16 -0.15  C66 1.372, H73 1.079, N105 1.369
138 C 2.46 7.00 -7.59  C76 1.372, H94 1.079, N98 1.369
139 H 5.71 -2.34 -1.52  C74 1.079
140 O -1.74 2.29 -2.81  C10 1.216
141 C -3.21 -0.20 -1.91  H7 1.132, H37 1.137, C40 1.580, C48 1.613

## Properties
Relative energy (zero: lowest compared OMol25 entry of this formula, charge and spin) = 19.5 kcal per mole
M = 979.3 g/mol
Kohn-Sham gap = 7.2298 eV
Highest occupied orbital energy = -8.08 eV
Multiplicity = 1

Mulliken atomic charge list, values in e, 4 entries: 0.40, 0.11, -0.01, 0.76